# 1
{"formula": "C3H13NO2", "method": "ωB97M-V/def2-TZVPD", "e_lumo_ev": 0.49, "e_tot_ev": -8905.5451, "homo_ev": -9.515, "smiles": "CCCN.O.O", "total_charge": 0, "de_lowest_ev": 1.881, "species": ["C", "C", "C", "N", "H", "H", "H", "H", "H", "H", "H", "H", "H", "O", "H", "H", "O", "H", "H"], "xyz": [[-2.068, -0.155, -2.152], [-1.693, 0.780, -1.135], [-0.254, 0.720, -0.686], [0.052, 1.873, 0.279], [-2.513, 0.322, -3.047], [-2.614, -1.046, -1.816], [-0.995, -0.581, -2.338], [-1.908, 1.917, -1.386], [-2.272, 0.523, -0.215], [0.371, 0.803, -1.585], [-0.140, -0.261, -0.126], [1.012, 1.693, 0.587], [-0.503, 1.671, 1.093], [1.124, -2.314, 0.347], [1.275, -1.974, -0.540], [0.608, -3.140, 0.423], [2.338, -0.197, 2.810], [1.676, -0.022, 3.410], [2.039, -1.004, 2.169]], "mulliken_charge": [-0.9303, -0.2034, -0.4721, -0.7355, 0.2495, 0.2862, 0.2242, 0.2881, 0.1928, 0.4703, 0.1544, 0.2857, 0.2386, -0.6604, 0.3219, 0.3146, -0.6535, 0.2937, 0.3352]}

# 2
{"formula": "C41H36CuN4P", "method": "ωB97M-V/def2-TZVPD", "e_lumo_ev": [-2.00, -3.07], "multiplicity": 2, "e_tot_ev": -102985.8836, "homo_ev": [-9.841, -10.073], "total_charge": 1, "species": ["Cu", "C", "C", "C", "C", "C", "C", "C", "N", "N", "C", "C", "C", "C", "C", "C", "N", "C", "C", "C", "C", "C", "C", "N", "H", "H", "H", "H", "H", "H", "H", "H", "H", "H", "H", "H", "H", "H", "H", "H", "H", "H", "H", "H", "C", "C", "C", "C", "C", "C", "P", "C", "C", "C", "C", "C", "C", "C", "C", "C", "C", "C", "C", "C", "C", "C", "C", "H", "H", "H", "H", "H", "H", "H", "H", "H", "H", "H", "H", "H", "H", "H", "H"], "xyz": [[0.043, -0.516, 0.237], [0.087, 2.423, -1.026], [1.557, 2.665, -0.656], [1.673, 3.472, 0.618], [2.225, 4.747, 0.623], [2.292, 5.448, 1.819], [1.835, 4.841, 2.976], [1.299, 3.566, 2.870], [1.197, 2.908, 1.724], [-0.264, 1.067, -1.538], [-1.663, 1.075, -1.946], [-2.326, -0.260, -1.707], [-3.599, -0.537, -2.194], [-4.179, -1.757, -1.898], [-3.468, -2.678, -1.140], [-2.210, -2.323, -0.699], [-1.658, -1.136, -0.962], [0.611, 0.593, -2.618], [1.650, -0.416, -2.182], [2.895, -0.484, -2.791], [3.764, -1.505, -2.438], [3.358, -2.440, -1.498], [2.115, -2.282, -0.916], [1.281, -1.291, -1.243], [-0.215, 3.166, -1.779], [-0.511, 2.592, -0.128], [2.082, 3.186, -1.457], [2.034, 1.699, -0.496], [2.594, 5.188, -0.294], [2.695, 6.452, 1.841], [1.884, 5.341, 3.933], [0.934, 3.042, 3.748], [-1.786, 1.361, -2.998], [-2.193, 1.830, -1.363], [-4.122, 0.199, -2.790], [-5.174, -1.991, -2.253], [-3.883, -3.645, -0.894], [-1.612, -3.001, -0.101], [1.093, 1.425, -3.141], [-0.003, 0.069, -3.355], [3.183, 0.255, -3.527], [4.740, -1.577, -2.898], [3.997, -3.262, -1.210], [1.763, -2.971, -0.159], [-5.073, -2.977, 3.707], [-3.992, -3.605, 3.103], [-2.947, -2.850, 2.599], [-2.969, -1.458, 2.691], [-4.057, -0.833, 3.295], [-5.100, -1.594, 3.804], [-1.502, -0.542, 2.083], [-2.072, 1.178, 2.236], [-1.741, 2.046, 3.267], [-2.244, 3.340, 3.271], [-3.085, 3.771, 2.257], [-3.457, 2.893, 1.246], [-2.952, 1.604, 1.238], [-0.299, -0.847, 3.404], [-0.666, -1.178, 4.685], [0.313, -1.494, 5.645], [1.636, -1.461, 5.303], [2.049, -1.115, 3.996], [3.415, -1.069, 3.640], [3.781, -0.727, 2.371], [2.800, -0.450, 1.395], [1.460, -0.521, 1.675], [1.066, -0.824, 3.006], [-5.886, -3.565, 4.110], [-3.963, -4.685, 3.032], [-2.091, -3.346, 2.153], [-4.087, 0.243, 3.389], [-5.933, -1.099, 4.285], [-1.108, 1.705, 4.076], [-1.993, 4.012, 4.082], [-3.471, 4.782, 2.257], [-4.154, 3.214, 0.482], [-3.256, 0.896, 0.475], [-1.711, -1.207, 4.966], [0.006, -1.779, 6.642], [2.398, -1.717, 6.029], [4.162, -1.301, 4.389], [4.828, -0.677, 2.096], [3.156, -0.169, 0.408]], "lowdin_spin": [0.5124, 0.0002, 0.0006, 0.0001, 0.0000, -0.0001, 0.0001, 0.0001, 0.0019, 0.0012, 0.0003, 0.0025, 0.0015, -0.0002, 0.0014, 0.0040, 0.0340, 0.0005, 0.0064, 0.0008, 0.0054, 0.0001, 0.0059, 0.0416, -0.0001, 0.0000, 0.0000, 0.0006, 0.0000, 0.0000, 0.0000, 0.0000, -0.0001, 0.0000, 0.0002, 0.0000, 0.0003, -0.0001, 0.0000, 0.0003, 0.0001, 0.0003, 0.0001, 0.0000, 0.0058, -0.0006, 0.0067, 0.0270, 0.0094, 0.0007, 0.1008, 0.0053, 0.0016, 0.0002, 0.0005, -0.0001, 0.0014, 0.0022, 0.0013, 0.0014, 0.0025, 0.0060, -0.0083, 0.0075, 0.0192, 0.1595, 0.0211, 0.0003, -0.0001, 0.0006, 0.0006, 0.0001, 0.0001, 0.0000, 0.0000, 0.0000, 0.0004, 0.0003, 0.0001, 0.0005, -0.0003, 0.0013, 0.0028]}

# 3
{"formula": "C4H8N2", "method": "ωB97M-V/def2-TZVPD", "e_lumo_ev": 0.95, "e_tot_ev": -7255.2340, "homo_ev": -8.194, "smiles": "CCN=C=CN", "total_charge": 0, "de_lowest_ev": 2.641, "species": ["C", "C", "N", "C", "C", "N", "H", "H", "H", "H", "H", "H", "H", "H"], "xyz": [[-1.176, -0.569, -0.178], [-1.304, 0.944, -0.219], [-0.105, 1.856, 0.295], [0.775, 1.048, 0.600], [1.299, -0.166, 0.711], [2.030, -0.823, -0.307], [-2.188, -0.632, -0.604], [-1.189, -1.070, 0.800], [-0.483, -1.076, -0.864], [-1.472, 1.231, -1.264], [-2.173, 1.212, 0.394], [1.233, -0.681, 1.662], [1.970, -0.322, -1.189], [3.009, -0.873, -0.047]], "mulliken_charge": [-1.0400, -0.2985, -0.6452, 0.6196, -0.6379, -0.4756, 0.3483, 0.3266, 0.3498, 0.2948, 0.2993, 0.3835, 0.2496, 0.2257]}

# 4
{"formula": "C25H25AuF5N2O2PSSe2", "method": "ωB97M-V/def2-TZVPD", "e_lumo_ev": [-0.17, -1.93], "multiplicity": 3, "e_tot_ev": -201501.2016, "homo_ev": [-6.630, -7.875], "total_charge": 0, "de_lowest_ev": 0.000, "species": ["Au", "O", "C", "C", "C", "O", "C", "Se", "C", "Se", "H", "H", "H", "H", "H", "H", "H", "H", "H", "H", "F", "C", "C", "F", "C", "F", "C", "S", "C", "F", "C", "F", "C", "P", "C", "C", "C", "C", "C", "C", "C", "H", "H", "H", "H", "H", "H", "H", "H", "H", "H", "H", "N", "C", "C", "C", "C", "N", "C", "C", "H", "H", "H", "H"], "xyz": [[0.172, -0.873, -0.850], [1.189, 2.524, 3.741], [2.141, 1.486, 3.522], [1.753, 0.718, 2.251], [1.723, 1.705, 1.081], [3.003, 2.248, 0.786], [0.355, 0.131, 2.490], [-0.108, -1.529, 1.554], [2.811, -0.362, 2.054], [2.519, -1.534, 0.514], [1.298, 2.865, 4.633], [2.161, 0.791, 4.369], [3.149, 1.902, 3.408], [1.009, 2.499, 1.312], [1.383, 1.202, 0.177], [3.146, 3.016, 1.346], [-0.410, 0.865, 2.248], [0.239, -0.119, 3.544], [2.864, -1.001, 2.935], [3.788, 0.093, 1.898], [-3.416, -5.319, 2.695], [-3.056, -4.572, 1.654], [-2.004, -4.963, 0.845], [-1.347, -6.092, 1.109], [-1.640, -4.178, -0.235], [-0.608, -4.589, -0.974], [-2.296, -2.991, -0.546], [-1.792, -1.960, -1.876], [-3.351, -2.634, 0.288], [-4.015, -1.488, 0.081], [-3.735, -3.401, 1.370], [-4.747, -3.013, 2.149], [-0.526, 0.690, -3.843], [0.874, 0.172, -2.819], [1.826, -0.952, -3.873], [1.895, 1.657, -2.637], [1.294, 2.910, -2.505], [2.078, 4.044, -2.357], [3.462, 3.940, -2.335], [4.062, 2.696, -2.446], [3.283, 1.559, -2.592], [-1.162, 1.363, -3.267], [-1.113, -0.192, -4.101], [-0.183, 1.187, -4.751], [2.149, -0.453, -4.787], [1.192, -1.805, -4.117], [2.693, -1.324, -3.329], [0.214, 2.999, -2.499], [1.606, 5.015, -2.269], [4.072, 4.828, -2.226], [5.140, 2.606, -2.413], [3.768, 0.593, -2.663], [-3.689, 2.419, 4.338], [-3.268, 2.414, 3.270], [-2.721, 2.411, 1.935], [-1.864, 3.433, 1.529], [-1.341, 3.363, 0.250], [-1.591, 2.369, -0.594], [-2.422, 1.407, -0.204], [-3.020, 1.381, 1.048], [-1.612, 4.248, 2.193], [-0.670, 4.138, -0.107], [-2.625, 0.614, -0.914], [-3.681, 0.571, 1.324]], "lowdin_spin": [0.2925, -0.0001, 0.0004, 0.0108, 0.0032, 0.0027, 0.0436, 0.4904, 0.0449, 0.7147, 0.0000, 0.0001, 0.0000, 0.0001, 0.0042, 0.0002, 0.0079, 0.0065, 0.0041, 0.0124, 0.0057, 0.0178, -0.0025, -0.0022, 0.0162, 0.0036, 0.0172, 0.1932, 0.0200, 0.0046, 0.0012, -0.0017, 0.0032, 0.0425, 0.0003, 0.0122, 0.0065, -0.0005, 0.0064, -0.0002, 0.0075, 0.0003, -0.0002, 0.0012, 0.0005, -0.0002, 0.0007, 0.0003, -0.0002, 0.0004, -0.0001, 0.0018, 0.0001, 0.0000, 0.0002, 0.0003, 0.0010, 0.0014, 0.0016, 0.0018, 0.0000, 0.0000, -0.0011, 0.0005]}

# 5
{"formula": "C5H11N2", "method": "ωB97M-V/def2-TZVPD", "e_lumo_ev": -4.54, "e_tot_ev": -8335.1803, "homo_ev": -14.187, "smiles": "[H]/N=C/C[C@H](C)C=[NH2+]", "total_charge": 1, "de_lowest_ev": 1.939, "species": ["H", "N", "C", "C", "C", "C", "C", "N", "H", "H", "H", "H", "H", "H", "H", "H", "H", "H"], "xyz": [[2.250, 1.699, -0.846], [1.441, 1.225, -0.625], [1.879, 0.392, 0.241], [1.088, -0.599, 0.887], [-0.384, -0.784, 0.331], [-0.456, -0.882, -1.180], [-1.265, 0.441, 0.792], [-1.975, 1.089, -0.014], [2.962, 0.451, 0.580], [1.591, -1.658, 0.773], [0.928, -0.243, 2.001], [-0.783, -1.732, 0.849], [0.271, -1.582, -1.720], [-0.507, 0.115, -1.786], [-1.371, -1.360, -1.484], [-1.270, 0.590, 1.972], [-2.524, 1.904, 0.258], [-1.874, 0.932, -1.030]], "mulliken_charge": [0.2622, -0.4656, -0.1659, -0.6836, 0.4667, -1.6156, -0.1260, -0.1061, 0.3932, 0.3519, 0.3257, 0.3954, 0.2940, 0.3146, 0.5289, 0.3133, 0.2979, 0.2188]}